(1)
70
Properties=species:S:1:pos:R:3:nbo_charge:R:1 method="wB97M-V/def2-TZVPD" orbital_gap_ev=8.69 total_energy_ev=-65397.3507 lumo_ev=-0.13 homo_energy_ev=-8.8
H 3.369 4.864 3.788 0.459
H 2.956 -7.049 4.322 0.197
H 3.405 -5.672 5.348 0.211
C -3.826 -2.664 -7.472 -0.629
H 4.596 -4.653 1.914 0.220
H 0.461 4.980 3.454 0.221
C -0.298 2.784 -1.365 0.030
H -2.414 1.215 -3.568 0.194
C 2.762 -5.991 4.526 -0.630
O -2.250 -2.016 2.326 -0.727
H 0.863 1.266 -2.389 0.220
C -2.647 -1.937 -6.845 0.094
H -3.553 -3.109 -8.431 0.210
H -0.860 0.806 -2.165 0.212
H 1.721 -5.915 4.847 0.217
H 0.328 6.739 3.632 0.213
O -0.442 3.360 0.973 -0.670
O -0.760 5.512 -0.486 -0.891
H -1.825 -1.534 3.043 0.458
N -0.441 2.144 -3.769 -0.623
C 3.000 -5.151 3.281 0.093
H -2.105 -3.314 4.668 0.196
H -0.409 3.157 -3.791 0.358
O 2.124 -5.578 2.239 -0.721
H -4.664 -1.979 -7.632 0.197
C -0.182 1.642 -2.413 -0.239
C 4.442 -5.254 2.811 -0.629
C -2.548 -3.870 3.837 -0.629
S -1.441 4.350 0.097 2.446
H 0.043 -3.072 3.234 0.193
H 3.381 7.271 4.139 0.196
H 0.268 3.608 -1.859 0.194
C -1.788 1.782 -4.278 -0.423
O -1.631 3.320 -1.194 -0.654
O -2.616 4.563 0.949 -0.843
H 1.318 3.351 0.006 0.244
H 5.135 -4.912 3.583 0.211
H -2.923 -0.076 -7.917 0.197
H -0.741 0.606 1.593 0.500
C 1.010 5.890 3.704 -0.631
P 1.172 1.037 0.575 0.931
C -0.468 -3.636 2.448 -0.633
H -1.663 1.233 -5.234 0.199
H 2.757 -4.107 3.492 0.178
H -0.224 -4.692 2.564 0.227
O 0.175 0.361 1.775 -0.969
H 2.366 8.213 3.029 0.212
H -2.457 -3.937 1.690 0.174
H -1.840 -2.647 -6.651 0.177
C 0.433 2.680 0.023 -0.291
H -1.818 -1.213 -8.715 0.212
H 3.848 7.429 2.452 0.217
H -2.358 2.703 -4.534 0.188
C -1.970 -3.404 2.509 0.094
C -2.141 -0.823 -7.748 -0.630
C 2.205 6.064 2.779 0.092
H 1.336 5.792 4.743 0.196
H 4.692 -6.287 2.551 0.196
H -4.184 -3.455 -6.811 0.219
H -3.746 -0.767 -5.737 0.457
H -1.300 -0.305 -7.282 0.217
O 3.058 4.923 2.879 -0.726
O -3.034 -1.395 -5.583 -0.719
C 2.989 7.322 3.118 -0.629
H -0.065 -3.289 1.495 0.220
I 3.224 1.740 1.780 -0.111
H 1.862 6.114 1.743 0.178
H -2.367 -4.935 3.995 0.210
H -3.624 -3.690 3.870 0.216
H 2.326 -6.498 2.041 0.459

---

(2)
15
Properties=species:S:1:pos:R:3:nbo_charge:R:1 method="wB97M-V/def2-TZVPD" relative_energy_kcal_mol=27.4 orbital_gap_ev=10.44 total_energy_ev=-8841.7666 lumo_ev=0.69 homo_energy_ev=-9.7 smiles="NC=O.CCO"
N 2.232 -0.743 0.444 -0.847
H -1.226 1.476 0.533 0.183
H -0.685 -1.122 -0.405 0.465
C 2.055 -0.903 1.788 0.517
H -2.988 0.419 -0.986 0.216
H 2.963 -1.288 0.016 0.402
O -0.781 -0.462 0.288 -0.722
H -0.053 1.253 -0.676 0.140
C -2.046 0.811 -1.382 -0.640
H -1.749 0.142 -2.193 0.201
H -2.284 1.818 -1.724 0.223
O 2.920 -1.321 2.525 -0.599
C -0.993 0.810 -0.302 -0.064
H 1.608 -0.147 -0.066 0.397
H 1.027 -0.742 2.142 0.128

---

(3)
66
Properties=species:S:1:pos:R:3:nbo_charge:R:1 method="wB97M-V/def2-TZVPD" relative_energy_kcal_mol=192.6 total_charge=-6 orbital_gap_ev=1.22 total_energy_ev=-282269.1090 lumo_ev=9.79 homo_energy_ev=8.6
O -2.500 -4.351 9.900 -1.158
O -6.156 -9.677 7.073 -1.199
O -4.083 -5.259 8.415 -1.252
O -4.403 -10.414 3.702 -1.183
S -4.870 -8.986 7.311 2.733
Zn -5.848 -5.934 7.998 1.772
O -5.059 -11.865 2.123 -1.154
Zn -3.235 -10.878 5.287 1.773
S -4.599 -10.493 2.271 2.639
O -4.492 -9.431 8.629 -1.081
O -5.593 -9.588 10.857 -1.033
H -5.119 -7.223 10.404 0.528
O -2.078 -4.232 7.528 -1.097
O -1.167 -8.277 7.033 -1.002
H -1.215 -12.049 6.581 0.459
H -5.186 -9.432 10.005 0.496
H -0.706 -8.091 6.215 0.492
O -8.051 -9.021 9.899 -1.001
H -4.783 -11.081 8.693 0.478
O -7.641 -6.602 7.729 -1.187
O -1.885 -9.731 4.465 -1.210
O -0.675 -9.214 2.599 -1.126
O -7.535 -9.632 4.438 -1.020
H -4.533 -12.250 7.764 0.493
O -2.146 -9.014 9.420 -0.934
O 0.005 -8.254 4.715 -1.152
Zn -7.812 -10.314 6.315 1.771
H -7.751 -11.469 9.027 0.511
O -1.793 -11.317 6.794 -0.952
H -4.124 -7.869 5.134 0.465
O -1.840 -7.476 3.696 -1.072
H -8.664 -12.249 8.105 0.473
O -6.972 -11.916 5.840 -1.207
S -1.114 -8.696 3.870 2.683
O -4.354 -7.790 4.209 -0.977
H -3.070 -9.047 9.171 0.484
H -6.472 -6.584 10.631 0.474
H -4.396 -8.693 3.894 0.478
O -5.591 -9.589 1.711 -1.131
S -5.803 -12.830 5.810 2.660
O -3.055 -5.814 5.484 -0.928
O -1.956 -6.326 8.760 -1.003
S -8.794 -7.165 7.069 2.672
H -2.116 -9.422 10.286 0.412
O -3.905 -9.358 6.285 -1.090
H -7.616 -10.223 3.690 0.515
H -6.534 -9.574 10.679 0.474
O -5.811 -6.735 9.957 -0.983
O -5.943 -13.932 6.773 -1.095
O -4.505 -11.997 8.687 -1.032
H -2.279 -5.306 5.717 0.482
O -4.533 -12.084 6.051 -1.165
H -2.050 -8.526 6.760 0.460
H -8.960 -8.769 9.735 0.487
S -2.627 -5.055 8.610 2.615
O -5.736 -13.397 4.484 -1.035
H -1.540 -11.061 7.681 0.519
H -7.591 -8.803 9.089 0.519
O -5.044 -7.550 7.248 -1.147
O -8.278 -11.383 8.232 -0.962
H -7.186 -8.821 4.067 0.544
O -8.940 -6.601 5.724 -1.064
O -3.371 -10.323 1.535 -1.082
O -8.666 -8.629 7.014 -1.175
O -10.044 -6.867 7.812 -1.115
H -3.624 -5.751 6.251 0.444

---

(4)
27
Properties=species:S:1:pos:R:3:nbo_charge:R:1 method="wB97M-V/def2-TZVPD" relative_energy_kcal_mol=63.5 orbital_gap_ev=10.36 total_energy_ev=-18719.3822 lumo_ev=-0.06 homo_energy_ev=-10.4 smiles=O.O.O.O.O.O.O.O.O
H -20.904 15.196 10.479 0.471
H -21.634 14.420 11.565 0.462
H -18.896 9.759 7.486 0.484
H -16.818 14.352 8.347 0.461
H -19.328 10.303 9.615 0.490
O -23.148 11.305 8.286 -0.944
H -18.028 14.940 10.938 0.479
H -20.755 13.496 9.286 0.470
O -19.153 15.163 5.882 -0.935
H -23.653 12.047 7.935 0.485
H -19.189 16.096 5.653 0.458
O -21.655 15.247 11.077 -0.932
H -21.595 12.165 5.312 0.441
O -17.580 13.851 8.041 -0.938
O -19.660 10.299 7.720 -0.943
H -21.296 12.301 8.511 0.490
O -20.949 13.197 8.394 -0.968
H -20.409 9.831 7.341 0.473
H -17.981 13.489 8.842 0.478
H -18.573 13.904 11.917 0.484
O -20.844 12.758 5.406 -0.937
H -20.174 10.612 10.852 0.459
O -18.776 14.354 11.090 -0.962
O -19.387 10.138 10.571 -0.964
H -20.870 13.058 6.328 0.491
H -22.916 10.781 7.514 0.467
H -19.183 15.132 6.844 0.476

---

(5)
19
Properties=species:S:1:pos:R:3:nbo_charge:R:1 method="wB97M-V/def2-TZVPD" relative_energy_kcal_mol=103.8 orbital_gap_ev="8.99 / 8.99" total_energy_ev=-23794.7840 lumo_ev="-1.22 / -1.22" homo_energy_ev="-10.2 / -10.2"
H 0.870 -2.355 -0.513 0.243
N -0.411 -0.642 -0.666 -0.662
C 0.351 -1.630 0.155 -0.289
H -2.673 -0.081 -2.226 0.252
C 2.236 0.321 -0.045 0.537
O -1.330 1.512 0.204 -0.947
H 0.650 0.043 1.470 0.213
S -1.678 0.095 0.036 2.246
H 3.723 1.676 0.397 0.251
O 2.708 -0.260 -1.058 -0.507
C -2.995 -0.146 -1.170 -0.894
H -0.380 -2.176 0.988 0.242
H 2.426 1.341 1.778 0.236
C 1.042 -0.407 0.625 -0.037
H 2.150 2.357 0.242 0.268
H -3.396 -1.234 -1.085 0.256
O -2.160 -0.579 1.220 -0.966
H -3.849 0.633 -1.032 0.270
C 2.715 1.533 0.681 -0.713